[1]
{
  "formula": "C24H52N19O7",
  "method": "ωB97M-V/def2-TZVPD",
  "elements": ["C", "C", "C", "C", "C", "N", "C", "C", "C", "C", "C", "N", "C", "N", "C", "N", "C", "C", "C", "C", "C", "N", "H", "H", "H", "H", "H", "H", "H", "H", "H", "H", "H", "H", "H", "H", "H", "H", "H", "H", "H", "H", "H", "H", "H", "H", "C", "O", "N", "N", "H", "H", "H", "H", "C", "O", "N", "N", "H", "H", "H", "H", "C", "O", "N", "N", "H", "H", "H", "H", "C", "O", "N", "N", "H", "H", "H", "H", "C", "O", "N", "N", "H", "H", "H", "H", "C", "O", "N", "N", "H", "H", "H", "H", "C", "O", "N", "N", "H", "H", "H", "H"],
  "coordinates": [[-2.795, 0.211, -0.033], [-2.153, 0.546, 1.198], [-1.074, 1.253, 2.262], [0.474, 0.661, 2.061], [0.417, -0.883, 2.609], [1.705, -1.663, 2.470], [1.441, 1.766, 2.797], [1.479, 2.264, 4.358], [2.806, 1.835, 5.270], [2.804, 2.346, 6.863], [1.502, 3.212, 7.350], [0.284, 3.583, 6.551], [0.313, 3.125, 5.122], [2.375, 2.457, 2.021], [2.312, 1.970, 0.576], [3.641, 1.588, -0.034], [4.136, 2.801, -0.527], [3.866, 3.299, -2.073], [4.992, 3.772, 0.531], [1.037, 0.943, 0.515], [0.996, -0.280, -0.573], [2.258, -1.110, -0.662], [-3.581, 0.170, -0.930], [-1.508, 1.032, 3.334], [-0.983, 2.420, 2.085], [-0.431, -1.501, 2.050], [0.128, -0.817, 3.765], [1.489, -2.406, 1.750], [2.474, -1.072, 2.086], [3.709, 1.202, 4.842], [3.692, 2.105, 7.599], [1.523, 3.587, 8.484], [-0.634, 3.417, 4.455], [3.017, 3.184, 2.438], [1.958, 2.890, -0.057], [4.083, 4.472, -2.087], [2.729, 3.167, -2.358], [4.574, 2.810, -2.873], [5.677, 4.452, -0.131], [5.600, 3.130, 1.322], [4.167, 4.443, 1.066], [0.171, 1.661, 0.114], [0.606, 0.123, -1.623], [0.140, -1.025, -0.202], [2.697, -0.834, -1.592], [1.999, -2.128, -0.824], [-3.790, -2.294, -3.559], [-2.758, -1.878, -4.062], [-4.833, -2.726, -4.290], [-3.975, -2.358, -2.228], [-5.690, -3.072, -3.894], [-4.734, -2.695, -5.296], [-3.214, -2.043, -1.641], [-4.818, -2.698, -1.795], [0.953, 6.388, 1.557], [0.550, 6.343, 2.709], [0.823, 7.481, 0.783], [1.564, 5.349, 0.959], [1.148, 7.537, -0.167], [0.369, 8.285, 1.195], [1.682, 4.507, 1.507], [1.902, 5.367, 0.012], [-8.488, -2.674, -5.640], [-7.483, -3.041, -5.053], [-9.045, -3.381, -6.640], [-9.129, -1.530, -5.340], [-9.873, -3.095, -7.136], [-8.594, -4.249, -6.898], [-8.743, -0.968, -4.593], [-9.958, -1.211, -5.813], [6.013, 3.828, 4.322], [6.065, 2.966, 3.460], [4.855, 4.238, 4.872], [7.108, 4.446, 4.800], [4.792, 4.947, 5.583], [4.007, 3.798, 4.540], [8.000, 4.167, 4.413], [7.085, 5.158, 5.510], [3.009, -5.057, -0.575], [2.361, -4.127, -1.029], [2.485, -5.966, 0.267], [4.305, -5.257, -0.877], [3.003, -6.739, 0.651], [1.512, -5.853, 0.520], [4.738, -4.595, -1.508], [4.855, -6.017, -0.514], [3.268, -6.524, 3.871], [3.669, -6.680, 2.729], [3.250, -7.518, 4.778], [2.809, -5.344, 4.326], [2.923, -7.408, 5.723], [3.587, -8.423, 4.476], [2.806, -4.570, 3.675], [2.475, -5.196, 5.263], [-10.040, -2.244, -10.177], [-10.443, -2.289, -9.025], [-10.171, -1.151, -10.951], [-9.430, -3.283, -10.775], [-9.845, -1.095, -11.901], [-10.625, -0.346, -10.539], [-9.311, -4.125, -10.227], [-9.091, -3.265, -11.722]],
  "lowdin_charge": [0.08, -0.06, -0.14, -0.26, -0.21, -0.02, 0.00, -0.06, 0.01, -0.02, -0.08, 0.01, -0.04, 0.15, -0.28, 0.03, -0.22, -0.05, -0.04, -0.13, -0.21, -0.04, 0.07, 0.13, 0.13, 0.14, 0.13, 0.08, 0.07, 0.12, 0.10, 0.12, 0.12, 0.15, 0.13, 0.09, 0.10, 0.11, 0.09, 0.09, 0.08, 0.14, 0.14, 0.12, 0.08, 0.04, -0.73, 0.01, 0.16, 0.14, 0.07, 0.11, 0.07, 0.10, -0.71, 0.03, 0.16, 0.16, 0.10, 0.12, 0.05, 0.10, -0.70, 0.00, 0.16, 0.16, 0.06, 0.11, 0.11, 0.10, -0.71, 0.00, 0.17, 0.16, 0.11, 0.05, 0.12, 0.10, -0.70, -0.01, 0.16, 0.16, 0.08, 0.11, 0.11, 0.10, -0.70, 0.01, 0.15, 0.16, 0.10, 0.12, 0.10, 0.10, -0.70, 0.01, 0.16, 0.16, 0.10, 0.12, 0.11, 0.10],
  "e_homo_ev": -10.5,
  "charge": 1,
  "orbital_gap_ev": 6.51,
  "lumo_energy_ev": -3.9,
  "total_energy_ev": -68358.498
}

---

[2]
{
  "formula": "C24H52N4O8",
  "method": "ωB97M-V/def2-TZVPD",
  "elements": ["C", "O", "N", "C", "C", "H", "H", "H", "H", "H", "H", "H", "C", "O", "N", "C", "C", "H", "H", "H", "H", "H", "H", "H", "C", "O", "N", "C", "C", "H", "H", "H", "H", "H", "H", "H", "C", "O", "N", "C", "C", "H", "H", "H", "H", "H", "H", "H", "C", "C", "O", "C", "H", "H", "H", "H", "H", "H", "C", "C", "O", "C", "H", "H", "H", "H", "H", "H", "C", "C", "O", "C", "H", "H", "H", "H", "H", "H", "C", "C", "O", "C", "H", "H", "H", "H", "H", "H"],
  "coordinates": [[-0.245, 0.320, 6.672], [0.448, 1.293, 6.928], [-0.279, -0.314, 5.484], [-1.151, -1.456, 5.266], [0.339, 0.268, 4.227], [-0.864, -0.251, 7.381], [-0.553, -2.359, 5.136], [-1.736, -1.219, 4.377], [-1.732, -1.601, 6.176], [-0.123, 1.242, 4.066], [1.419, 0.339, 4.353], [0.198, -0.346, 3.338], [2.879, 2.274, 2.062], [2.757, 2.782, 3.214], [4.065, 1.977, 1.456], [4.110, 1.165, 0.278], [5.413, 2.463, 1.908], [2.097, 1.731, 1.510], [3.208, 0.569, 0.142], [4.970, 0.524, 0.475], [4.314, 1.900, -0.500], [6.052, 3.015, 1.218], [5.337, 2.955, 2.878], [6.065, 1.590, 1.906], [5.130, -3.645, 3.255], [5.930, -3.562, 4.195], [4.259, -2.703, 2.899], [3.166, -2.863, 1.899], [4.251, -1.460, 3.527], [4.764, -4.569, 2.783], [3.442, -2.265, 1.030], [2.202, -2.554, 2.302], [3.077, -3.924, 1.665], [4.417, -0.669, 2.797], [3.312, -1.233, 4.032], [5.075, -1.375, 4.235], [-5.593, 0.970, -2.570], [-6.607, 1.627, -2.260], [-5.548, -0.365, -2.688], [-4.328, -1.099, -2.958], [-6.694, -1.194, -2.393], [-4.616, 1.409, -2.827], [-4.538, -1.941, -3.617], [-3.923, -1.591, -2.074], [-3.489, -0.517, -3.341], [-6.413, -1.715, -1.477], [-7.458, -0.480, -2.087], [-7.136, -1.882, -3.114], [-2.223, 1.349, 1.531], [-3.084, 1.195, 0.220], [-2.978, 0.200, -0.551], [-4.040, 2.333, -0.055], [-2.561, 2.177, 2.154], [-1.137, 1.352, 1.441], [-2.461, 0.437, 2.078], [-5.070, 1.978, -0.089], [-3.837, 2.906, -0.960], [-3.948, 3.012, 0.793], [-0.442, -0.252, -7.256], [-0.541, 0.381, -5.827], [-0.204, 1.529, -5.678], [-1.004, -0.441, -4.572], [-0.798, 0.350, -8.092], [-0.887, -1.246, -7.209], [0.573, -0.457, -7.596], [-0.044, -0.716, -4.135], [-1.541, -1.384, -4.677], [-1.613, 0.290, -4.039], [-0.013, 1.802, -1.882], [0.977, 2.884, -1.497], [1.155, 3.183, -0.349], [1.699, 3.567, -2.638], [-1.003, 2.234, -2.027], [-0.026, 0.990, -1.155], [0.189, 1.399, -2.874], [2.517, 4.156, -2.223], [1.028, 4.341, -3.010], [2.024, 2.934, -3.463], [-1.213, -2.887, -0.693], [0.017, -1.960, -0.412], [0.171, -1.172, 0.529], [1.062, -2.087, -1.496], [-1.804, -2.880, 0.222], [-0.807, -3.898, -0.718], [-1.774, -2.617, -1.588], [1.428, -1.063, -1.567], [0.654, -2.403, -2.456], [1.890, -2.781, -1.351]],
  "mulliken_spin": [0.01, 0.00, -0.04, 0.06, -0.05, 0.00, 0.00, -0.02, 0.00, 0.00, 0.01, 0.04, 0.07, 0.00, -0.06, 0.03, 0.01, 0.00, 0.18, -0.08, -0.01, 0.00, 0.01, -0.01, 0.01, -0.01, -0.14, 0.05, 0.01, 0.02, 0.21, 0.11, -0.13, 0.01, -0.01, 0.01, 0.06, -0.02, -0.20, -0.17, 0.07, 0.05, -0.20, 0.12, 0.31, -0.02, 0.01, -0.01, 0.04, -0.17, 0.02, 0.00, 0.01, 0.01, 0.00, 0.00, 0.01, -0.01, 0.25, -0.49, -0.05, 0.58, 0.00, -0.18, -0.03, 0.24, 0.00, 0.07, 0.16, -0.38, 0.02, 0.10, 0.08, 0.06, 0.13, -0.02, 0.00, -0.01, 1.22, -3.04, 0.92, 1.73, 0.13, -0.37, -0.12, 0.09, -0.27, -0.01],
  "e_homo_ev": [0.2, -7.1],
  "charge": -1,
  "spin_multiplicity": 2,
  "orbital_gap_ev": [2.24, 9.43],
  "de_lowest_kj_mol": 149.7,
  "lumo_energy_ev": [2.4, 2.3],
  "s2": 0.750,
  "total_energy_ev": -48068.682
}

---

[3]
{
  "formula": "C24H53FN7O8P2",
  "method": "ωB97M-V/def2-TZVPD",
  "elements": ["C", "C", "C", "C", "C", "C", "C", "P", "C", "C", "F", "C", "C", "C", "O", "C", "C", "C", "N", "N", "N", "C", "C", "C", "C", "C", "N", "P", "C", "O", "H", "H", "H", "H", "H", "H", "H", "H", "H", "H", "H", "H", "H", "H", "H", "H", "H", "H", "H", "H", "H", "H", "H", "H", "H", "H", "H", "H", "H", "H", "H", "H", "H", "H", "H", "H", "H", "H", "H", "H", "H", "H", "H", "H", "C", "N", "O", "O", "H", "H", "H", "C", "N", "O", "O", "H", "H", "H", "C", "N", "O", "O", "H", "H", "H"],
  "coordinates": [[3.857, -0.233, 1.388], [5.027, 0.370, 0.602], [4.529, 1.167, -0.609], [3.460, 2.236, -0.315], [2.277, 2.180, -1.304], [0.952, 1.713, -0.637], [0.194, 0.628, -1.429], [-1.751, 0.719, -1.527], [-1.594, 2.549, -2.157], [-2.504, 3.156, -3.220], [-3.214, 2.277, -4.027], [-1.767, 1.214, 0.395], [-1.005, 0.408, 1.477], [-1.858, -0.508, 2.345], [-1.412, -0.491, 3.723], [-0.404, -1.433, 3.953], [-3.690, 0.692, -1.472], [-4.604, 1.850, -1.018], [-5.460, 2.329, -2.142], [-5.508, 1.254, 0.028], [-4.008, 3.041, -0.419], [-1.729, 0.100, -3.395], [-0.844, 0.596, -4.375], [-0.858, 0.148, -5.679], [-1.789, -0.824, -6.034], [-2.647, -1.257, -5.015], [-2.626, -0.825, -3.765], [-1.680, -1.534, -0.875], [-0.603, -2.457, -2.082], [-3.157, -2.339, -1.123], [3.072, -0.529, 0.697], [3.439, 0.551, 2.015], [4.171, -1.044, 2.032], [5.616, -0.454, 0.201], [5.673, 0.987, 1.224], [4.168, 0.437, -1.328], [5.380, 1.652, -1.087], [3.116, 2.189, 0.711], [3.948, 3.204, -0.425], [2.535, 1.543, -2.145], [2.114, 3.184, -1.695], [0.374, 2.610, -0.439], [1.236, 1.322, 0.335], [0.670, 0.596, -2.407], [0.522, -0.315, -0.982], [-0.589, 2.633, -2.571], [-1.588, 3.269, -1.345], [-3.228, 3.823, -2.752], [-1.925, 3.793, -3.892], [-2.796, 1.161, 0.758], [-1.527, 2.266, 0.524], [-0.114, -0.116, 1.148], [-0.634, 1.143, 2.203], [-1.783, -1.533, 1.990], [-2.895, -0.189, 2.367], [-0.734, -2.450, 3.728], [0.526, -1.182, 3.436], [-0.191, -1.410, 5.024], [-4.126, 0.357, -2.406], [-3.909, -0.112, -0.774], [-5.302, 3.307, -2.349], [-6.431, 2.208, -1.904], [-6.047, 0.494, -0.370], [-6.124, 1.982, 0.368], [-4.735, 3.738, -0.308], [-3.675, 2.840, 0.514], [-0.109, 1.348, -4.132], [-0.159, 0.542, -6.403], [-1.858, -1.218, -7.035], [-3.391, -2.007, -5.265], [-1.216, -2.910, -2.863], [-0.132, -3.247, -1.509], [0.128, -1.815, -2.560], [-3.046, -3.098, -1.698], [0.699, 1.431, 7.400], [1.554, 1.093, 6.230], [1.621, 1.896, 5.330], [2.126, 0.021, 6.267], [0.256, 2.404, 7.227], [-0.062, 0.660, 7.476], [1.337, 1.433, 8.278], [4.714, -4.135, -0.718], [3.628, -3.196, -1.109], [3.950, -2.113, -1.557], [2.493, -3.585, -0.958], [5.666, -3.655, -0.911], [4.582, -4.351, 0.338], [4.593, -5.034, -1.315], [2.319, -3.998, 4.528], [3.156, -4.363, 3.353], [3.234, -3.574, 2.441], [3.718, -5.442, 3.394], [1.886, -3.018, 4.364], [1.550, -4.758, 4.625], [2.972, -3.996, 5.395]],
  "lowdin_charge": [-0.10, -0.26, -0.22, -0.20, -0.19, -0.24, -0.32, 0.63, -0.26, -0.26, -0.07, -0.30, -0.27, -0.24, -0.21, -0.16, -0.24, -0.64, 0.06, 0.04, 0.07, -0.34, -0.10, -0.09, -0.09, -0.17, 0.05, 0.87, -0.31, -0.40, 0.07, 0.06, 0.05, 0.09, 0.10, 0.08, 0.10, 0.09, 0.09, 0.09, 0.10, 0.09, 0.07, 0.05, 0.04, 0.05, 0.06, 0.07, 0.10, 0.04, 0.05, 0.07, 0.11, 0.07, 0.12, 0.08, 0.08, 0.07, 0.06, 0.03, 0.05, 0.05, 0.06, 0.05, 0.06, 0.06, 0.09, 0.09, 0.08, 0.09, 0.02, -0.01, 0.02, 0.01, 0.04, -0.45, 0.08, 0.04, 0.09, 0.10, 0.09, 0.04, -0.44, 0.06, 0.07, 0.09, 0.08, 0.10, 0.06, -0.44, 0.07, 0.05, 0.08, 0.10, 0.10],
  "e_homo_ev": -2.6,
  "charge": -1,
  "orbital_gap_ev": 4.49,
  "lumo_energy_ev": 1.9,
  "total_energy_ev": -73841.891
}